Entry 1:
# C6H12N3O

A cluster of 2 separate species, C6H12N3O in total (the ωB97M-V functional and the def2-TZVPD basis, the OMol25 dataset).

ORCA input file:
```
! RIJCOSX wB97M-V def2-TZVPD def2/J DEFGRID3
* xyz 1 1
H -1.03 -0.35 1.80
H 3.08 1.05 0.30
C -3.09 0.98 -0.19
H -3.51 -0.85 -1.36
C -1.55 -0.08 0.85
H -3.58 1.88 -0.41
H 1.81 -1.35 1.45
O -2.33 -1.11 0.45
H -4.22 -0.60 0.21
C 2.00 -0.96 0.44
N 0.92 1.03 -0.43
H 2.91 -1.38 -0.04
H 1.93 1.02 1.49
H 0.27 -2.17 -0.16
C -3.38 -0.50 -0.38
H 0.41 1.77 0.06
C 0.89 -1.28 -0.52
N 0.08 -0.14 -0.76
H 1.49 1.41 -1.32
C 2.00 0.57 0.45
N -1.97 1.17 0.45
H 1.26 -1.69 -1.54
*
```

Calculated values
HOMO level (alpha / beta) = -12.136 / -12.139 eV
Total energy = -12923.0515 eV

---

Entry 2:
# C4H8OS2

An isolated molecule of C4H8OS2 (the ωB97M-V functional and the def2-TZVPD basis, the OMol25 dataset).

ORCA input file:
```
! RIJCOSX wB97M-V def2-TZVPD def2/J DEFGRID3
* xyz 0 1
H 1.15 -0.80 -3.02
C -0.49 2.24 1.16
H 0.79 0.46 1.28
O -0.53 2.57 2.52
S 0.56 -2.18 0.19
H 0.56 -2.52 -2.62
S -0.27 0.47 -0.79
H -0.91 0.15 1.52
H -0.56 -1.25 -3.06
C 0.35 -1.44 -2.54
C -0.18 0.75 0.96
H 0.16 2.94 0.64
H 0.38 2.83 2.68
C 0.24 -1.12 -1.01
H -1.53 2.35 0.66
*
```

Calculated values
SMILES string = CC(=S)SCCO
HOMO level = -8.618 eV
Total energy = -27994.8576 eV

---

Entry 3:
# C8H20SSi

A structure of composition C8H20SSi (the ωB97M-V functional and the def2-TZVPD basis, the OMol25 dataset).

ORCA input file:
```
! RIJCOSX wB97M-V def2-TZVPD def2/J DEFGRID3
* xyz 0 1
H -0.49 3.38 -0.11
H -1.63 -3.41 1.69
H 2.41 -1.33 -1.54
H 1.62 -2.26 -2.81
H 1.42 -2.73 -1.12
C 2.48 0.34 1.52
H -2.31 -2.12 0.70
H 0.60 -2.30 1.61
C -2.26 2.30 -0.68
H 2.03 0.02 2.45
H -0.61 -1.55 -2.00
C 1.51 -1.88 -1.80
H -1.56 4.27 -1.20
Si 0.07 -0.36 0.10
H 2.98 -0.51 1.07
C -1.41 -2.68 0.92
H 3.23 1.10 1.74
H -1.80 1.80 -1.53
C -1.53 3.59 -0.35
H -0.63 -1.25 2.31
H -1.99 4.07 0.51
S -2.26 1.12 0.72
H 0.36 -0.15 -2.39
H 0.94 1.76 1.10
H -1.11 -3.22 0.02
C 0.27 -0.99 -1.69
C -0.31 -1.73 1.38
H 1.88 1.32 -0.31
H -3.31 2.49 -0.91
C 1.41 0.92 0.59
*
```

Calculated values
HOMO level = -7.811 eV
Total energy = -27333.3269 eV